No. 1
Below is a single C4H6N2 molecule at a distorted geometry, with properties calculated with the ωB97M-V functional and the def2-TZVPD basis.

Results
Frontier orbital gap = 11.160 eV
Relative energy (zero: lowest compared OMol25 entry of this formula, charge and spin) = 151.3 kJ/mol
HOMO energy = -10.177 eV
Lowest unoccupied orbital energy = 0.982 eV
E_tot = -265.4780 a.u.

The geometry in XYZ format:
```
12
Properties=species:S:1:pos:R:3:mulliken_charge:R:1
C 0.758 0.044 -1.202 -1.20
C 0.413 0.739 0.097 0.12
N -0.951 1.049 0.496 -0.59
C -0.245 -0.029 1.194 0.00
C -0.727 -1.369 0.911 0.12
N -1.212 -2.389 0.657 -0.45
H -0.035 -0.656 -1.484 0.33
H 0.889 0.767 -2.011 0.34
H 1.684 -0.540 -1.125 0.28
H 1.036 1.577 0.395 0.37
H -1.623 0.669 -0.165 0.30
H 0.013 0.137 2.238 0.35
```



No. 2
Below is 2 unconnected molecules or ions with the total composition C2HN3O3 at a distorted geometry, with properties calculated with the ωB97M-V functional and the def2-TZVPD basis.

Results
Frontier orbital gap = 7.634 eV
Relative energy (zero: lowest compared OMol25 entry of this formula, charge and spin) = 961.2 kJ/mol
HOMO energy = -7.985 eV
Lowest unoccupied orbital energy = -0.351 eV
E_tot = -466.5017 a.u.

The geometry in XYZ format:
```
9
Properties=species:S:1:pos:R:3:mulliken_charge:R:1
C -1.667 0.340 -0.086 0.62
C 1.167 0.842 0.116 0.58
N -1.283 -0.881 -0.070 0.51
N -1.337 -1.999 0.696 -0.59
N 2.195 0.397 -0.295 -0.32
O -2.262 1.258 -0.473 -0.31
O 0.106 1.211 0.260 -0.44
O -0.069 -1.468 0.049 -0.30
H 3.151 0.299 -0.197 0.25
```



No. 3
Below is a single C6H10O3 molecule, with properties calculated with the ωB97M-V functional and the def2-TZVPD basis.

Results
Frontier orbital gap = 9.211 eV
Relative energy (zero: lowest compared OMol25 entry of this formula, charge and spin) = 52.1 kJ/mol
HOMO energy = -8.559 eV
Lowest unoccupied orbital energy = 0.652 eV
E_tot = -460.3306 a.u.

The geometry in XYZ format:
```
19
Properties=species:S:1:pos:R:3:mulliken_charge:R:1
C -2.254 -0.078 0.576 -0.91
C -1.884 0.638 -0.702 0.55
O -2.440 1.591 -1.129 -0.51
O -0.881 0.041 -1.475 -0.44
C 0.140 -0.623 -0.828 0.28
O 0.135 -1.968 -1.050 -0.51
C 1.008 -0.010 -0.024 0.86
C 1.073 1.477 0.157 -1.28
C 2.113 -0.796 0.629 -1.35
H -2.590 -1.085 0.327 0.31
H -1.413 -0.150 1.261 0.31
H -3.049 0.472 1.061 0.34
H -0.432 -2.146 -1.813 0.35
H 1.392 1.709 1.149 0.36
H 1.776 1.933 -0.538 0.32
H 0.133 1.982 0.003 0.36
H 1.865 -0.965 1.681 0.28
H 2.248 -1.776 0.139 0.35
H 3.061 -0.245 0.577 0.35
```



No. 4
Below is a single C5H13NS molecule, with properties calculated with the ωB97M-V functional and the def2-TZVPD basis.

Results
Frontier orbital gap = 9.665 eV
Relative energy (zero: lowest compared OMol25 entry of this formula, charge and spin) = 44.2 kJ/mol
HOMO energy = -8.743 eV
Lowest unoccupied orbital energy = 0.922 eV
E_tot = -651.2271 a.u.

The geometry in XYZ format:
```
20
Properties=species:S:1:pos:R:3:mulliken_charge:R:1
C 2.901 0.759 0.808 -0.91
N 1.437 0.858 0.843 -0.32
C 0.783 -0.463 0.971 -0.68
C 0.568 -1.133 -0.369 -0.73
C -0.011 -0.232 -1.450 -0.60
C -1.195 0.607 -1.024 -0.68
S -2.462 -0.342 -0.093 -0.25
H 3.348 0.570 1.784 0.33
H 3.311 1.681 0.373 0.30
H 3.203 -0.065 0.170 0.30
H 1.178 1.345 1.691 0.24
H -0.136 -0.309 1.531 0.43
H 1.373 -1.135 1.622 0.38
H 1.503 -1.537 -0.768 0.30
H -0.115 -1.978 -0.235 0.38
H -0.341 -0.869 -2.271 0.36
H 0.789 0.402 -1.812 0.30
H -0.854 1.406 -0.368 0.33
H -1.696 1.057 -1.870 0.44
H -3.191 0.744 0.188 0.12
```



Which of these has the lowest HOMO energy? C4H6N2



relative energy (zero: lowest compared OMol25 entry of this formula, charge and spin) of number 3 (C6H10O3)? 52.1 kJ/mol



What is the formula in the second record? C2HN3O3